{"formula": "C56H84F21N7O14", "method": "ωB97M-V with the def2-TZVPD basis set", "elements": ["C", "C", "C", "C", "N", "H", "H", "H", "H", "H", "H", "H", "C", "C", "C", "C", "N", "H", "H", "H", "H", "H", "H", "H", "C", "C", "C", "C", "N", "H", "H", "H", "H", "H", "H", "H", "C", "C", "C", "C", "N", "H", "H", "H", "H", "H", "H", "H", "C", "C", "C", "C", "N", "H", "H", "H", "H", "H", "H", "H", "C", "C", "C", "C", "N", "H", "H", "H", "H", "H", "H", "H", "C", "C", "C", "C", "N", "H", "H", "H", "H", "H", "H", "H", "C", "C", "O", "C", "O", "C", "F", "F", "F", "H", "H", "H", "H", "H", "C", "C", "O", "C", "O", "C", "F", "F", "F", "H", "H", "H", "H", "H", "C", "C", "O", "C", "O", "C", "F", "F", "F", "H", "H", "H", "H", "H", "C", "C", "O", "C", "O", "C", "F", "F", "F", "H", "H", "H", "H", "H", "C", "C", "O", "C", "O", "C", "F", "F", "F", "H", "H", "H", "H", "H", "C", "C", "O", "C", "O", "C", "F", "F", "F", "H", "H", "H", "H", "H", "C", "C", "O", "C", "O", "C", "F", "F", "F", "H", "H", "H", "H", "H"], "positions_angstrom": [[-10.13980, -24.91295, -9.07901], [-10.27399, -26.48543, -9.02414], [-10.80867, -27.02087, -10.36365], [-12.01132, -26.35281, -10.78199], [-12.96135, -25.82472, -11.17363], [-9.47276, -24.57573, -9.87029], [-9.59027, -24.63930, -8.17027], [-11.13837, -24.48599, -9.11965], [-10.96656, -26.76785, -8.20729], [-9.35902, -26.92115, -8.71876], [-11.09652, -28.06649, -10.34228], [-10.06010, -26.89757, -11.15139], [-18.56385, -21.00831, -15.46125], [-19.53133, -21.99262, -16.00289], [-20.22938, -22.82436, -14.84667], [-19.14837, -23.54060, -14.12891], [-18.24834, -24.06861, -13.65486], [-19.08356, -20.35058, -14.74346], [-18.18489, -20.31135, -16.28216], [-17.69486, -21.40642, -15.01200], [-19.05374, -22.74206, -16.64801], [-20.29585, -21.45409, -16.56419], [-21.01109, -23.50459, -15.15346], [-20.76021, -22.17272, -14.16012], [-16.80220, -28.13718, -16.39804], [-16.99066, -27.11848, -15.28721], [-15.67177, -26.90961, -14.56090], [-15.07363, -28.10604, -13.98247], [-14.58415, -29.02943, -13.52455], [-15.95647, -27.88080, -16.99526], [-17.69400, -28.35370, -16.98682], [-16.57016, -29.07144, -15.83245], [-17.80245, -27.38037, -14.58450], [-17.19091, -26.10046, -15.72010], [-15.75812, -26.14552, -13.71332], [-14.94136, -26.48593, -15.24890], [-11.52100, -29.13547, -15.96658], [-10.66954, -28.59445, -14.78278], [-10.65566, -27.06444, -14.66002], [-9.92914, -26.46155, -15.74516], [-9.34126, -26.04938, -16.65599], [-11.36066, -30.22905, -16.08120], [-11.28730, -28.59247, -16.93867], [-12.60657, -28.98371, -15.76071], [-9.63159, -29.03815, -14.79966], [-11.04805, -28.95524, -13.83718], [-10.18095, -26.60695, -13.76744], [-11.67484, -26.70275, -14.81733], [-10.59575, -23.13559, -17.78059], [-11.36003, -23.79115, -18.98947], [-11.48320, -25.32496, -18.90502], [-12.45304, -25.75519, -17.93618], [-13.16168, -26.08575, -17.08101], [-9.66640, -23.66703, -17.63110], [-11.12157, -23.26562, -16.84378], [-10.34320, -22.09575, -17.96881], [-10.84838, -23.58528, -19.92606], [-12.35501, -23.30089, -19.05873], [-10.54529, -25.78893, -18.69244], [-11.86908, -25.73737, -19.87378], [-14.83184, -22.36890, -4.24232], [-15.99840, -21.86678, -5.14759], [-16.50220, -23.04970, -5.99300], [-15.48169, -23.65180, -6.85429], [-14.78922, -24.21998, -7.57773], [-14.20549, -21.65270, -3.78314], [-14.24685, -23.14252, -4.75734], [-15.21640, -22.80707, -3.30208], [-15.71460, -21.00314, -5.76940], [-16.81563, -21.52623, -4.46927], [-17.36294, -22.76635, -6.63368], [-16.78260, -23.92154, -5.37605], [-7.37017, -21.37119, -12.89166], [-8.40682, -21.49615, -13.99036], [-8.42569, -22.93147, -14.59674], [-8.75827, -23.98166, -13.60280], [-9.02644, -24.73619, -12.76522], [-7.29396, -20.34729, -12.54714], [-6.40398, -21.75044, -13.16166], [-7.55199, -22.00074, -12.02954], [-8.16137, -20.77574, -14.78095], [-9.40484, -21.12920, -13.70390], [-7.45096, -23.16300, -15.02876], [-9.10148, -23.05209, -15.43281], [-16.37407, -18.98676, -12.73363], [-16.53492, -20.27543, -11.95040], [-17.92665, -20.65581, -11.76404], [-18.62926, -20.04102, -10.84589], [-18.27534, -19.14986, -10.09626], [-20.02173, -20.58965, -10.64323], [-19.87133, -21.62482, -9.78531], [-20.74258, -19.67121, -9.93390], [-20.71587, -20.99776, -11.74313], [-16.72375, -18.83863, -13.70980], [-15.36077, -18.68090, -12.69167], [-16.89091, -18.28730, -12.08781], [-16.09538, -20.09937, -10.98645], [-16.08259, -21.16967, -12.38369], [-11.50991, -22.70648, -5.96267], [-10.25076, -21.97860, -6.24730], [-10.05398, -20.90227, -5.24555], [-9.89518, -21.22004, -4.03022], [-9.55553, -22.28767, -3.55094], [-9.94115, -19.94244, -3.14602], [-10.32477, -20.16886, -1.94498], [-8.69884, -19.42075, -3.12506], [-10.73699, -18.97643, -3.69514], [-11.44424, -23.14157, -4.93265], [-11.69178, -23.47201, -6.73612], [-12.36641, -21.96485, -6.00014], [-10.27844, -21.40196, -7.18359], [-9.32362, -22.54361, -6.19927], [-19.69666, -21.07982, -5.92552], [-19.49258, -19.89158, -6.82214], [-18.15760, -19.84666, -7.33195], [-17.57174, -18.67669, -7.49766], [-17.86016, -17.55516, -7.14103], [-16.13000, -18.92760, -8.09958], [-15.97244, -20.08522, -8.75397], [-15.74338, -17.93983, -8.93417], [-15.24863, -18.94405, -7.04735], [-19.84561, -21.98565, -6.52096], [-20.59249, -20.88923, -5.34951], [-18.80340, -21.22913, -5.30375], [-19.61529, -18.93476, -6.30137], [-20.08859, -19.99448, -7.72191], [-12.01318, -16.26851, -14.23262], [-13.48895, -16.55173, -14.50171], [-13.75876, -18.00419, -14.81754], [-13.42631, -18.40994, -16.00701], [-12.83357, -17.82529, -16.88411], [-13.88635, -19.88791, -16.24645], [-14.34066, -20.49729, -15.13386], [-14.91269, -19.73861, -17.12162], [-12.91516, -20.53706, -16.80391], [-11.95880, -15.24508, -13.84531], [-11.38989, -16.34992, -15.11137], [-11.78575, -17.01032, -13.44229], [-13.88569, -15.93538, -15.33717], [-14.01871, -16.45545, -13.53297], [-16.14575, -23.72126, -11.22495], [-16.41767, -25.07312, -10.60942], [-17.91547, -25.45962, -10.52133], [-18.58184, -24.73991, -9.65370], [-18.22494, -23.78485, -8.96935], [-20.10023, -25.32155, -9.53981], [-20.62155, -25.03118, -10.76823], [-20.17443, -26.63584, -9.39107], [-20.75750, -24.74568, -8.59660], [-16.23933, -23.09072, -10.31492], [-16.89941, -23.56390, -12.04448], [-15.12902, -23.77566, -11.65226], [-16.00013, -25.04878, -9.55568], [-16.09183, -25.91857, -11.13090], [-8.29884, -17.79371, -12.88965], [-9.20320, -18.42617, -11.84978], [-10.21541, -17.40255, -11.58372], [-11.25041, -17.82380, -10.87951], [-11.49128, -18.90342, -10.49958], [-12.35257, -16.70610, -10.58437], [-13.50617, -17.05115, -11.12291], [-12.46687, -16.59444, -9.26891], [-12.08347, -15.51900, -11.07112], [-8.78822, -17.52548, -13.78274], [-7.56478, -18.59020, -13.19023], [-7.82056, -16.90270, -12.47206], [-8.72182, -18.64254, -10.91218], [-9.78162, -19.27182, -12.19635], [-12.93907, -22.48413, -9.80803], [-12.29239, -22.35337, -11.14906], [-13.16773, -22.76822, -12.24290], [-12.63737, -22.69489, -13.49469], [-11.66264, -22.24422, -13.91977], [-13.60275, -23.46681, -14.48267], [-14.87143, -23.20900, -14.32314], [-13.21107, -23.23156, -15.73552], [-13.46327, -24.77145, -14.19716], [-13.14749, -23.48542, -9.43487], [-13.88155, -21.99508, -9.85902], [-12.33492, -21.95998, -9.05738], [-11.34052, -22.94883, -11.22837], [-12.01281, -21.33919, -11.39449]], "atomic_forces_ev_per_a": [[0.67, -1.60, 0.89], [-1.45, 1.44, -0.03], [0.69, -0.40, 0.30], [-1.29, 1.06, -0.81], [0.60, -0.34, 0.41], [-0.37, -0.12, -0.46], [-0.51, 0.28, 0.11], [0.19, 0.34, -0.06], [0.06, 0.32, -0.45], [1.12, -0.56, -0.24], [0.30, -0.40, 0.24], [-0.04, 0.06, 0.02], [0.01, 2.64, -1.04], [-1.11, -1.58, 0.30], [0.95, 0.62, -0.12], [-0.86, 0.25, -0.34], [0.05, -0.18, -0.03], [0.31, -0.20, -0.07], [-0.51, -0.91, 0.89], [0.85, -0.70, 0.66], [-0.09, 0.36, -0.10], [-0.09, -0.26, -0.07], [0.16, -0.45, -0.52], [0.27, 0.34, 0.30], [-0.59, -1.33, 1.69], [-0.33, 1.40, -0.51], [0.17, 1.27, 1.43], [-0.39, 0.68, -0.31], [0.46, -0.88, 0.40], [0.51, 0.14, -0.66], [0.08, 0.30, -0.07], [0.03, 0.26, -0.82], [0.35, 0.11, -0.39], [-0.27, -0.88, 0.43], [-0.06, -0.98, -1.09], [0.08, -0.06, -0.10], [-0.12, 0.51, -0.18], [0.88, -0.79, -0.01], [0.01, 0.24, -0.17], [1.17, 0.46, -1.95], [-0.49, -0.27, 1.07], [-0.02, 0.75, -0.06], [-0.13, -0.77, 1.16], [0.76, -0.03, -0.13], [-0.83, 0.75, -0.30], [-0.50, -0.25, 0.20], [-0.64, -0.68, -0.06], [-0.16, 0.08, 0.57], [-0.05, -1.03, -0.97], [-0.10, 0.84, 0.81], [-1.12, 0.43, -1.59], [-0.81, -0.53, 2.06], [0.53, 0.29, -1.02], [0.42, -0.16, -0.13], [-0.40, 0.25, 0.08], [-0.31, 0.15, 0.01], [0.18, 0.19, 0.00], [0.44, -0.51, -0.06], [0.67, -0.28, 0.19], [0.51, 0.43, 0.54], [-1.19, -1.02, 0.28], [0.33, -0.17, 1.12], [-0.34, -0.01, -0.15], [-0.07, 0.01, -0.72], [0.08, 0.27, 0.35], [0.92, 1.33, -0.34], [0.06, 0.35, 0.21], [-0.33, -0.41, -0.66], [-0.03, -0.49, 0.10], [0.45, -0.20, -0.65], [0.48, -0.27, 0.30], [-0.30, 0.59, 0.15], [-0.34, -0.21, 0.56], [-0.13, -0.02, -0.55], [-0.05, 0.12, 0.35], [-0.17, -0.05, 0.68], [0.28, 0.71, -0.92], [0.23, -0.01, 0.11], [0.71, 0.23, -0.77], [-0.73, -0.06, 0.36], [0.27, -0.40, -0.20], [0.21, -0.70, 0.31], [0.16, -0.04, 0.24], [-0.45, 0.17, -0.06], [-0.61, 0.10, 2.16], [0.27, -0.35, -0.80], [-0.52, -0.07, -0.16], [1.23, 1.62, 0.50], [-0.04, -0.88, -1.08], [-1.37, -0.44, 1.15], [-0.30, -0.12, -0.73], [0.07, -0.68, -1.37], [0.83, 0.60, 1.23], [-0.67, -0.60, -1.48], [1.20, 0.09, -0.04], [-0.17, 0.65, -0.09], [0.09, -0.10, 0.45], [-0.11, 0.17, -0.10], [-1.24, 0.14, 0.59], [1.15, 1.27, -0.05], [-1.13, 0.35, -2.53], [1.52, -1.16, 2.71], [-0.80, 0.95, -0.50], [0.29, 1.05, -2.19], [-0.60, -0.43, 1.73], [0.10, -0.08, 0.12], [0.22, -0.65, 0.40], [-0.28, 0.08, -1.04], [0.04, 0.18, 0.48], [0.86, -0.92, 0.07], [-0.01, -0.34, 0.28], [-0.18, -0.45, -0.14], [0.60, -0.29, -0.37], [-0.10, 0.73, -0.03], [0.85, -0.02, -0.17], [1.26, 0.90, 0.21], [-0.27, -1.72, -0.53], [0.44, 0.50, 0.12], [-0.15, 0.12, 0.37], [-0.38, -0.54, 0.65], [-0.59, 0.05, -0.69], [0.03, 0.06, 0.10], [-0.06, -0.16, 0.38], [-0.51, 0.10, 0.15], [-0.53, -0.26, -0.16], [-0.50, 0.43, 0.19], [-1.10, -0.68, 0.54], [-0.15, -0.37, -0.15], [0.13, 1.65, 0.68], [0.91, -0.56, -0.84], [-0.60, -0.18, 0.83], [-0.94, 2.41, 0.35], [0.30, -0.05, -0.69], [0.00, -0.84, 0.21], [0.56, -1.22, -0.34], [0.14, -0.28, 0.12], [0.13, -0.23, -0.11], [0.66, 0.66, -0.50], [-0.03, -0.52, 0.70], [-0.05, 0.24, -0.93], [-0.89, -0.67, 0.09], [-0.85, 0.14, 1.84], [1.21, 1.41, 0.71], [-0.83, 0.18, 1.48], [-0.46, -1.70, -1.21], [2.72, 0.46, -2.37], [-0.55, 0.01, 0.58], [0.14, -0.32, 0.18], [-1.03, 0.82, 1.00], [0.18, 0.58, -1.26], [0.87, 0.33, 0.96], [-0.48, 0.30, 0.38], [-0.71, -0.50, -1.19], [0.83, -1.03, -0.85], [1.35, -1.53, 0.98], [-0.84, 1.10, -0.82], [-0.20, 0.22, 0.63], [-0.88, 2.84, -0.74], [-0.06, -2.59, 0.82], [1.40, -0.57, -0.09], [-0.87, -0.81, -0.05], [-0.29, -0.14, 0.40], [0.77, 1.14, -0.42], [-0.99, 0.34, -0.94], [-0.29, 1.14, 0.35], [0.18, -0.31, -0.12], [0.33, -0.23, 0.26], [0.33, -0.50, -0.17], [0.08, -0.02, 0.22], [1.72, -0.73, -0.88], [0.94, 0.06, -0.97], [-4.76, -2.12, 1.33], [3.55, 1.79, -0.36], [1.36, -0.32, 1.07], [-1.17, 0.75, -0.20], [-0.43, -0.12, 0.13], [0.40, -0.28, -0.35], [0.23, -0.17, -0.39], [-0.96, 0.59, 0.18], [-0.02, -0.05, -0.21], [-0.89, 0.30, 0.05], [0.02, 0.49, 0.33]], "lowdin_charge": [-0.086, -0.209, -0.188, -0.219, 0.206, 0.057, 0.063, 0.039, 0.117, 0.086, 0.120, 0.102, -0.130, -0.246, -0.143, -0.186, 0.197, 0.084, 0.102, 0.045, 0.115, 0.108, 0.109, 0.097, -0.107, -0.271, -0.220, -0.250, 0.146, 0.059, 0.071, 0.081, 0.116, 0.109, 0.125, 0.069, -0.101, -0.244, -0.192, -0.236, 0.173, 0.074, 0.077, 0.057, 0.122, 0.090, 0.082, 0.098, -0.103, -0.211, -0.199, -0.219, 0.190, 0.035, 0.042, 0.071, 0.098, 0.114, 0.076, 0.135, -0.098, -0.219, -0.178, -0.212, 0.179, 0.050, 0.057, 0.082, 0.093, 0.104, 0.101, 0.136, -0.103, -0.236, -0.152, -0.190, 0.171, 0.036, 0.075, 0.073, 0.112, 0.087, 0.124, 0.079, -0.028, -0.147, 0.057, -0.373, 0.155, -0.465, 0.153, 0.134, 0.150, 0.062, 0.055, 0.082, 0.099, 0.114, -0.074, -0.164, 0.050, -0.451, 0.140, -0.560, 0.224, 0.155, 0.131, 0.096, 0.074, 0.102, 0.128, 0.125, -0.038, -0.183, 0.012, -0.401, 0.158, -0.494, 0.138, 0.147, 0.121, 0.081, 0.083, 0.065, 0.133, 0.108, -0.053, -0.131, 0.024, -0.421, 0.150, -0.544, 0.157, 0.147, 0.210, 0.093, 0.076, 0.070, 0.138, 0.115, -0.081, -0.130, 0.033, -0.379, 0.092, -0.565, 0.122, 0.173, 0.207, 0.076, 0.046, 0.059, 0.104, 0.082, -0.040, -0.167, 0.013, -0.421, 0.181, -0.585, 0.170, 0.185, 0.180, 0.060, 0.076, 0.093, 0.132, 0.111, -0.072, -0.185, -0.011, -0.395, 0.192, -0.568, 0.181, 0.146, 0.129, 0.037, 0.055, 0.082, 0.129, 0.100], "lumo_energy_ev": 0.28, "homo_ev": -10.567, "orbital_gap_ha": 0.39869, "e_tot_ev": -155597.1241}